P:
DFT (the ωB97M-V functional and the def2-TZVPD basis) results for the ion C2H5N2O2 with charge +1.

Values from the calculation:
- E_HOMO (alpha / beta): -15.40 / -15.40 eV

The geometry in ORCA input format:
```
! wB97M-V def2-TZVPD RIJCOSX def2/J DEFGRID3
* xyz 1 1
C 0.936 0.363 -0.022
C -1.300 -0.516 -0.149
N 1.494 -0.751 -0.237
N -0.350 0.518 0.259
O -0.953 -1.470 -0.963
O 2.785 -1.003 -0.560
H 1.508 1.415 0.089
H -1.838 -1.105 0.755
H -2.152 0.090 -0.478
H -0.703 1.345 0.664
H 2.927 -2.003 -0.481
*
```



Q:
DFT (the ωB97M-V functional and the def2-TZVPD basis) results for the ion C2H5N2O2 with charge +1.

Values from the calculation:
- E_HOMO: -15.00 eV
- SMILES string: [NH2+]=C=[NH+]OC[O-]

The geometry in ORCA input format:
```
! wB97M-V def2-TZVPD RIJCOSX def2/J DEFGRID3
* xyz 1 1
C 0.643 -0.326 0.265
C -1.524 0.994 0.076
N -0.452 -0.991 0.441
N 1.848 -0.361 -0.179
O -0.306 1.483 0.318
O -1.607 -0.247 0.709
H -2.232 1.807 0.606
H -1.588 0.981 -0.982
H -0.432 -1.876 1.009
H 2.517 -1.009 0.190
H 2.363 0.299 -0.712
*
```



Q (0.0120 hartree below the next structure)



P:
DFT (the ωB97M-V functional and the def2-TZVPD basis) results for the ion C5H8N with charge +1.

Values from the calculation:
- E_HOMO: -13.33 eV
- SMILES string: C=C/C=C\[NH+]=C

The geometry in ORCA input format:
```
! wB97M-V def2-TZVPD RIJCOSX def2/J DEFGRID3
* xyz 1 1
C 0.968 -0.623 -0.766
C 0.481 -0.875 0.466
C -0.997 -0.353 2.360
C -0.495 -0.034 1.100
C -0.242 1.095 -1.912
N 0.806 0.448 -1.570
H 1.768 -1.337 -1.097
H 0.824 -1.853 0.983
H -1.672 0.287 2.974
H -0.666 -1.127 3.019
H -0.977 0.922 0.680
H -1.237 0.819 -1.723
H -0.219 1.928 -2.457
H 1.657 0.702 -2.055
*
```



Q:
DFT (the ωB97M-V functional and the def2-TZVPD basis) results for the ion C5H8N with charge +1.

Values from the calculation:
- E_HOMO: -13.50 eV
- SMILES string: [NH3+][C@]12C[C@]13C[C@H]32

The geometry in ORCA input format:
```
! wB97M-V def2-TZVPD RIJCOSX def2/J DEFGRID3
* xyz 1 1
C -1.160 0.948 0.264
C 0.013 -1.579 0.207
C -0.953 0.093 -0.976
C -1.049 -0.580 0.329
C 0.407 -0.453 -0.569
N 1.439 0.474 0.029
H -0.431 1.552 0.685
H -2.099 1.322 0.453
H 0.643 -1.743 1.074
H -0.331 -2.557 -0.083
H -1.476 0.316 -1.945
H 1.379 1.362 -0.454
H 2.441 0.128 -0.077
H 1.176 0.718 1.063
*
```



R:
DFT (the ωB97M-V functional and the def2-TZVPD basis) results for the ion C5H8N with charge +1.

Values from the calculation:
- E_HOMO: -13.47 eV

The geometry in ORCA input format:
```
! wB97M-V def2-TZVPD RIJCOSX def2/J DEFGRID3
* xyz 1 1
C 0.322 1.584 0.088
C -0.489 0.420 0.114
C -1.838 -0.085 0.672
C -1.664 -0.054 -0.840
C 0.995 0.261 0.501
N 2.154 -0.347 -0.328
H -1.801 -1.050 1.128
H -2.547 0.564 1.166
H -1.651 -0.963 -1.329
H -1.933 0.762 -1.516
H 1.397 0.108 1.494
H 2.680 0.556 -0.503
H 1.810 -0.895 -1.127
H 2.563 -0.861 0.479
*
```



S:
DFT (the ωB97M-V functional and the def2-TZVPD basis) results for a structure of composition C5H8N.

Values from the calculation:
- E_HOMO: -13.60 eV

The geometry in ORCA input format:
```
! wB97M-V def2-TZVPD RIJCOSX def2/J DEFGRID3
* xyz 1 1
C -0.749 0.320 0.809
C -1.445 -0.624 0.205
C -0.827 -1.887 -0.208
C -0.144 -0.708 -0.764
C 1.088 1.464 -0.140
N 0.612 0.187 0.262
H -1.017 1.235 1.467
H -0.424 -2.503 0.647
H -1.484 -2.475 -0.990
H -0.249 -0.338 -1.690
H 0.347 1.961 -0.683
H 1.026 2.136 0.817
H 1.998 1.518 -0.658
H 1.269 -0.287 0.926
*
```



P (0.1086 hartree below the next structure)



P:
DFT (the ωB97M-V functional and the def2-TZVPD basis) results for a structure of composition C5H8N.

Values from the calculation:
- E_HOMO: -14.44 eV

The geometry in ORCA input format:
```
! wB97M-V def2-TZVPD RIJCOSX def2/J DEFGRID3
* xyz 1 1
C 0.285 -0.946 0.888
C -0.499 -0.338 0.038
C 1.631 0.700 -0.189
C 1.460 -0.788 -0.006
C -1.912 0.078 0.022
N 0.589 0.017 -0.945
H 0.132 -1.521 1.788
H 1.261 1.406 0.591
H 2.441 1.288 -0.680
H 2.314 -1.435 -0.320
H -2.435 -0.421 0.799
H -2.207 -0.118 -0.975
H -2.015 1.252 -0.122
H 0.446 0.009 -2.050
*
```



Q:
DFT (the ωB97M-V functional and the def2-TZVPD basis) results for the ion C5H8N with charge +1.

Values from the calculation:
- E_HOMO: -15.79 eV

The geometry in ORCA input format:
```
! wB97M-V def2-TZVPD RIJCOSX def2/J DEFGRID3
* xyz 1 1
C -1.825 0.095 0.033
C -2.917 0.019 0.690
C -1.132 -0.142 -1.263
C 0.279 1.215 0.552
C 0.248 -1.207 0.464
N -0.356 0.033 -0.026
H -1.279 -1.086 -1.764
H -1.073 0.708 -1.936
H 1.067 1.498 -0.234
H -0.573 2.008 0.756
H 0.647 0.948 1.609
H 1.290 -1.079 0.669
H -0.214 -1.469 1.366
H 0.302 -1.959 -0.181
*
```



R:
DFT (the ωB97M-V functional and the def2-TZVPD basis) results for the ion C5H8N with charge +1.

Values from the calculation:
- E_HOMO: -12.50 eV

The geometry in ORCA input format:
```
! wB97M-V def2-TZVPD RIJCOSX def2/J DEFGRID3
* xyz 1 1
C 1.946 -0.240 -0.025
C -0.548 0.315 0.405
C -1.530 -0.112 -0.734
C 3.290 -0.235 -0.391
C -2.770 -0.338 -0.256
N 0.859 0.028 0.302
H -0.679 1.432 0.510
H -0.901 -0.097 1.350
H 3.573 0.768 -0.790
H 3.341 -0.916 -1.278
H 3.957 -0.742 0.440
H -3.547 0.291 -0.734
H -2.744 -0.371 0.892
H -3.189 -1.208 -0.768
*
```



P (0.0672 hartree below the next structure)



P:
DFT (the ωB97M-V functional and the def2-TZVPD basis) results for a cluster of 2 separate species, C4H12NO2 in total.

Values from the calculation:
- E_HOMO (alpha / beta): -3.66 / -9.76 eV
- Expectation value of S²: 0.750

The geometry in ORCA input format:
```
! wB97M-V def2-TZVPD RIJCOSX def2/J DEFGRID3
* xyz 0 2
C 2.024 1.278 -2.046
C 2.658 0.248 -1.508
O 2.545 -0.016 -0.143
H 2.211 1.462 -3.089
H 1.317 1.858 -1.470
H 3.353 -0.424 -1.993
H 3.256 -0.605 0.087
C -0.927 -0.634 0.740
O -0.406 -0.545 -0.560
C -2.356 -0.110 0.696
N -2.903 -0.070 2.114
H -0.348 -0.114 1.504
H -0.986 -1.686 1.062
H 0.529 -0.321 -0.517
H -2.359 0.929 0.369
H -3.015 -0.722 0.093
H -2.466 0.684 2.697
H -2.711 -0.985 2.582
H -3.941 0.072 2.153
*
```



Q:
DFT (the ωB97M-V functional and the def2-TZVPD basis) results for a cluster of 2 separate species, C4H12NO2 in total.

Values from the calculation:
- E_HOMO (alpha / beta): -9.56 / -9.56 eV
- Expectation value of S²: 0.755

The geometry in ORCA input format:
```
! wB97M-V def2-TZVPD RIJCOSX def2/J DEFGRID3
* xyz 0 2
C 1.353 -1.301 1.230
C 0.730 -0.505 0.046
C -0.860 -0.463 0.146
C -1.353 0.760 1.045
O -0.620 0.789 2.206
N 1.281 -1.039 -1.347
H 0.986 -0.831 2.098
H 2.535 -1.429 1.224
H 0.922 -2.386 1.271
H 0.864 0.563 -0.072
H -1.197 -1.474 0.541
H -1.336 -0.254 -0.890
H -2.485 0.612 1.229
H -1.171 1.493 0.200
H 0.529 -1.544 -1.779
H 2.013 -1.667 -1.323
H -1.115 2.367 -1.475
H -0.236 3.050 -2.527
O -0.838 3.256 -1.823
*
```



Q (0.0188 hartree below the next structure)



P:
DFT (the ωB97M-V functional and the def2-TZVPD basis) results for a cluster of 3 separate species, C3H7NO4S in total.

Values from the calculation:
- E_HOMO: -7.65 eV
- SMILES string: N/C(O)=C/O.O=C=O.S

The geometry in ORCA input format:
```
! wB97M-V def2-TZVPD RIJCOSX def2/J DEFGRID3
* xyz 0 1
C 1.458 2.802 -1.303
C 0.769 -1.161 -0.172
C 0.504 0.040 0.351
N 1.101 0.389 1.604
O 0.391 3.253 -1.307
O 2.434 2.249 -1.275
O 0.232 -1.686 -1.289
O -0.409 0.941 -0.262
S -3.312 -1.674 0.404
H 1.477 -1.849 0.210
H -3.905 -2.898 0.648
H 2.060 0.178 1.723
H 0.779 1.247 1.815
H -0.427 -1.169 -1.766
H -1.078 1.438 0.362
H -2.074 -2.100 0.258
*
```



Q:
DFT (the ωB97M-V functional and the def2-TZVPD basis) results for an isolated molecule of C3H7NO4S.

Values from the calculation:
- E_HOMO: -10.31 eV
- SMILES string: C=C[C@@](N)(O)S(=O)(=O)O

The geometry in ORCA input format:
```
! wB97M-V def2-TZVPD RIJCOSX def2/J DEFGRID3
* xyz 0 1
C -1.499 -0.937 1.323
C -1.375 -0.482 0.070
C -0.290 0.386 -0.351
N 0.665 -0.666 -1.392
O 2.056 1.344 -0.283
O 0.794 1.663 1.824
O 1.769 -0.514 1.084
O -0.770 1.443 -1.098
S 1.090 0.669 0.822
H -2.192 -1.741 1.546
H -0.845 -0.752 2.079
H -2.196 -0.650 -0.705
H 0.760 -1.391 -0.601
H 2.134 0.586 -0.869
H -0.095 -0.905 -1.996
H -0.005 1.947 -1.453
*
```



P (0.0556 hartree below the next structure)



P:
DFT (the ωB97M-V functional and the def2-TZVPD basis) results for a cluster of 2 separate species, CH5O2 in total.

Values from the calculation:
- E_HOMO: -2.87 eV

The geometry in ORCA input format:
```
! wB97M-V def2-TZVPD RIJCOSX def2/J DEFGRID3
* xyz -1 1
C 0.319 -0.145 -1.074
O 0.490 -0.960 0.180
H 0.791 0.841 -0.986
H 0.779 -0.651 -2.004
H -0.650 -0.087 -1.372
H -0.902 0.965 1.637
H -0.029 -0.175 1.444
O -0.797 0.211 2.174
*
```



Q:
DFT (the ωB97M-V functional and the def2-TZVPD basis) results for a structure of composition CH5O2.

Values from the calculation:
- E_HOMO: -3.39 eV

The geometry in ORCA input format:
```
! wB97M-V def2-TZVPD RIJCOSX def2/J DEFGRID3
* xyz -1 1
O -1.316 0.034 -1.698
H -1.496 0.933 -1.346
C 0.773 -0.144 0.736
O -0.333 -0.885 0.263
H 1.603 -0.142 -0.034
H 1.103 -0.469 1.785
H 0.474 1.007 0.896
H -0.808 -0.334 -0.601
*
```



R:
DFT (the ωB97M-V functional and the def2-TZVPD basis) results for a cluster of 2 separate species, CH5O2 in total.

Values from the calculation:
- E_HOMO: -2.71 eV

The geometry in ORCA input format:
```
! wB97M-V def2-TZVPD RIJCOSX def2/J DEFGRID3
* xyz -1 1
C -0.861 -0.317 -0.605
O -0.710 -0.420 0.726
H -1.573 -1.039 -1.066
H 0.038 -0.535 -1.258
H -1.142 0.691 -0.975
H 2.158 0.318 0.912
H 0.615 0.402 1.005
O 1.476 0.899 1.260
*
```



R (0.0122 hartree below the next structure)